1 | DFT (wB97M-V/def2-TZVPD) results for a cluster of 2 separate species, C5H15N2O2 in total.

Computed properties:
total charge	+1
LUMO energy	-0.1056	Ha
2S+1	1

Geometry (Å):
O 0.567 -1.256 0.962
C 0.799 -1.027 -0.253
N 1.387 -2.088 -0.954
C 1.771 -2.011 -2.307
C 0.509 0.326 -0.798
N 0.049 1.199 0.396
C -1.576 0.875 0.708
C -2.289 2.084 0.263
H 1.381 -3.094 -0.493
H 1.372 -1.075 -2.878
H 2.779 -1.629 -2.455
H 1.419 -2.762 -2.984
H 1.374 0.901 -1.236
H -0.152 0.303 -1.728
H 0.205 2.214 0.101
H 0.519 0.883 1.397
H -1.677 -0.226 0.188
H -1.535 0.594 1.765
H -2.143 3.008 0.859
H -3.457 1.960 0.239
H -2.210 2.065 -0.817
H 1.051 -0.491 3.199
H -0.357 -0.756 3.594
O 0.213 0.003 3.233

---

2 | DFT (wB97M-V/def2-TZVPD) results for a cluster of 2 separate species, C5H15N2O2 in total.

Computed properties:
total charge	+1
LUMO energy	-0.1006	Ha
2S+1	1

Geometry (Å):
C -1.286 0.438 1.640
C -0.919 -0.549 0.523
C -1.069 0.196 -0.833
C -0.123 1.436 -1.125
C 1.279 1.426 -0.571
N 1.802 2.686 -0.420
O 1.773 0.420 -0.124
N 0.442 -1.218 0.836
H -2.296 0.444 2.059
H -0.956 1.358 1.306
H -0.770 0.386 2.535
H -1.533 -1.460 0.571
H -0.627 -0.540 -1.576
H -2.125 0.388 -1.348
H -0.137 1.694 -2.242
H -0.842 2.309 -0.790
H 2.816 2.948 -0.096
H 1.537 3.591 -0.915
H 1.212 -0.566 1.019
H 0.264 -1.629 1.715
H 0.752 -1.954 0.168
H 0.782 -4.433 -0.651
H -0.126 -3.673 -1.342
O 0.152 -3.701 -0.341

---

2 has the most favorable energy; the next structure is 22.8 kcal/mol above.